## w
Formula: C2H4N2S
Source: OMol25
Level of theory: ωB97M-V/def2-TZVPD

XYZ file:
```
9
C2H4N2S | OMol25 | ωB97M-V/def2-TZVPD
S 2.071 0.074 0.790
N -0.729 0.916 0.550
N -2.495 0.850 -1.039
C 2.148 -1.347 0.058
C -1.656 0.966 -0.210
H -3.499 0.574 -0.956
H 2.049 -2.189 0.735
H -0.099 1.511 1.025
H 2.210 -1.356 -0.953
```

Its SMILES is N=C=N.C=S. For the orbital gap, the calculation gives 8.596 eV. Its highest occupied orbital energy is -8.8 eV.

=====

## x
Formula: C2H4N2S
Source: OMol25
Level of theory: ωB97M-V/def2-TZVPD

XYZ file:
```
9
C2H4N2S | OMol25 | ωB97M-V/def2-TZVPD
S -0.832 -1.400 0.083
N 0.324 -0.551 0.658
N -3.349 1.249 -0.199
C -2.807 0.234 -0.084
C 1.271 0.189 -0.299
H 0.715 0.644 -1.142
H 1.951 0.868 0.229
H 1.903 -0.485 -0.740
H 0.825 -0.747 1.495
```

For the orbital gap (spin up / spin down), the calculation gives 8.107 / 8.109 eV. Its highest occupied orbital energy (spin up / spin down) is -10.0 / -10.0 eV.

=====

It is w that is the most stable of them.

=====

## w
Formula: C4H5FO2
Source: OMol25
Level of theory: ωB97M-V/def2-TZVPD

XYZ file:
```
12
C4H5FO2 | OMol25 | ωB97M-V/def2-TZVPD
F -1.309 -0.709 -2.289
O -0.252 -0.779 1.236
O 1.249 0.702 0.079
C 1.038 -0.126 1.270
C 0.295 0.068 -0.730
C -1.078 0.190 -1.336
C -0.857 -0.013 0.173
H 1.120 0.492 2.177
H 0.595 -0.987 -1.035
H -1.035 0.959 0.630
H 1.800 -0.945 1.327
H -1.565 1.150 -1.502
```

Its SMILES is FC1[C@H]2OCO[C@H]12. For the orbital gap, the calculation gives 10.512 eV. Its highest occupied orbital energy is -9.6 eV.

=====

## x
Formula: C4H5FO2
Source: OMol25
Level of theory: ωB97M-V/def2-TZVPD

XYZ file:
```
12
C4H5FO2 | OMol25 | ωB97M-V/def2-TZVPD
F -2.839 1.106 0.483
O -0.739 -0.836 2.307
O 0.155 -1.298 -0.977
C 1.065 -0.730 -0.449
C 1.511 0.654 -0.776
C -2.147 -0.065 0.421
C -1.405 -0.419 1.441
H -1.888 -0.437 -0.471
H 1.702 -1.028 0.368
H 2.518 0.632 -0.892
H 1.117 1.400 0.080
H 0.950 1.021 -1.535
```

Its SMILES is O=C=CF.CC=O. For the orbital gap, the calculation gives 9.419 eV. Its highest occupied orbital energy is -9.2 eV.

=====

It is x that is the most stable of them.

=====

## w
Formula: CH4S
Source: OMol25
Level of theory: ωB97M-V/def2-TZVPD

XYZ file:
```
6
CH4S | OMol25 | ωB97M-V/def2-TZVPD
S 0.362 1.108 0.811
C -0.233 -0.469 0.045
H -0.549 -1.214 0.777
H -0.979 -0.398 -0.780
H 0.704 -0.877 -0.447
H 0.695 1.850 -0.405
```

Its SMILES is CS. For the orbital gap, the calculation gives 9.991 eV. Its highest occupied orbital energy is -9.0 eV.

=====

## x
Formula: CH4S
Source: OMol25
Level of theory: ωB97M-V/def2-TZVPD

XYZ file:
```
6
CH4S | OMol25 | ωB97M-V/def2-TZVPD
S 0.353 -0.439 -0.394
C -0.470 0.747 0.728
H -0.979 1.685 0.395
H 0.245 0.993 1.481
H -0.728 -0.453 -1.418
H -1.359 0.321 1.483
```

Its SMILES is CS. For the orbital gap, the calculation gives 10.009 eV. Its highest occupied orbital energy is -9.1 eV.

=====

It is w that is the most stable of them.